# 1
# C3H8N2O2S

A 2-piece molecular cluster, C3H8N2O2S overall (ωB97M-V/def2-TZVPD, the Open Molecules 2025 dataset).

Last column: Mulliken charge in e.
Positions of all 16 atoms, in Å:
C (0.5845, -0.0790, 2.0971)  0.487
C (-0.7740, 1.4273, -1.6025)  -1.047
C (-0.8676, 0.0657, -0.8681)  -0.332
N (0.8570, 0.9759, 1.7768)  -0.587
N (0.0930, -1.2654, 2.2888)  -0.354
O (1.7789, -0.0031, -0.7053)  -0.480
O (0.4800, -2.1361, -0.4408)  -0.685
S (0.5343, -0.9236, -1.2965)  0.527
H (-1.7941, 1.9628, -1.5114)  0.302
H (0.1298, 1.9064, -1.0597)  0.280
H (-0.5418, 1.3347, -2.6409)  0.349
H (-0.7717, 0.2179, 0.2407)  0.130
H (1.8465, 0.4448, 0.1676)  0.354
H (-1.7277, -0.4514, -1.1194)  0.500
H (-0.0213, -1.6921, 3.2623)  0.248
H (0.1942, -1.7847, 1.4114)  0.308

Forces on the atoms, in the same order (eV/Å):
-0.89 -1.01 1.27
-0.03 0.62 2.35
1.59 2.09 1.22
1.20 2.70 -0.57
-0.42 -1.76 1.80
-0.07 -0.20 -1.35
-0.44 0.31 -0.02
1.82 -0.18 0.93
1.95 -0.51 0.09
-1.86 0.08 -1.15
0.16 -0.19 -0.73
-0.57 -0.09 -1.12
-1.03 -0.44 -0.13
-1.65 -1.35 -0.43
0.47 0.89 -2.39
-0.23 -0.96 0.22

Computed properties:
- Relative energy (zero: lowest compared OMol25 entry of this formula, charge and spin): 29.25 kcal/mol
- Strongest force on any atom: 3.01 eV/Å
- HOMO: -0.3592 Eh
- Molar mass: 136.176 g mol⁻¹
- Frontier orbital gap: 10.5 eV



# 2
# C3H5FN2

A 2-piece molecular cluster, C3H5FN2 overall (ωB97M-V/def2-TZVPD, the Open Molecules 2025 dataset).

Last column: Mulliken charge in e.
Positions of all 11 atoms, in Å:
H (0.3495, 1.3736, -1.0625)  0.401
N (-0.4789, 2.0482, -0.8506)  -0.620
C (-1.4161, 1.4798, -0.1877)  -0.114
C (-1.4142, 0.1562, 0.3818)  0.421
N (-1.6695, -0.8880, 0.7809)  -0.385
H (-2.3240, 2.0716, -0.2070)  0.361
C (1.4063, -1.2939, 0.2914)  -0.604
F (1.0537, -0.0408, -0.1106)  -0.276
H (0.7305, -1.9857, -0.0715)  0.297
H (2.2907, -1.5996, -0.2862)  0.238
H (1.4720, -1.3213, 1.3219)  0.282

Forces on the atoms, in the same order (eV/Å):
-1.77 1.66 0.98
0.96 -2.06 -0.53
1.32 1.39 -1.53
-0.91 0.05 -0.19
0.20 -0.30 0.25
-0.38 -0.32 0.90
1.70 -0.39 -2.15
0.11 0.90 -0.20
-2.12 -1.25 -0.34
0.43 0.45 0.78
0.46 -0.13 2.04

Computed properties:
- SMILES string: [H]/N=C\C#N.CF
- Relative energy (zero: lowest compared OMol25 entry of this formula, charge and spin): 35.99 kcal/mol
- Strongest force on any atom: 2.76 eV/Å
- HOMO: -0.3983 Eh
- Molar mass: 88.085 g mol⁻¹
- Frontier orbital gap: 11.0 eV



# 3
# C38H35N4O2RhS2Si

C38H35N4O2RhS2Si as an isolated structure (ωB97M-V/def2-TZVPD, the Open Molecules 2025 dataset).

Last column: Mulliken charge in e.
Positions of all 83 atoms, in Å:
Rh (0.0020, 0.1036, -0.1742)  0.060
C (4.0993, -1.2093, 1.7843)  -1.150
C (4.3361, -0.1479, 2.6769)  -0.598
C (3.4060, 0.8555, 2.7752)  -1.233
C (2.2164, 0.8026, 2.0222)  0.348
N (1.9922, -0.2614, 1.1891)  1.044
C (2.9190, -1.2032, 1.0748)  -0.581
C (1.1626, 1.7749, 2.0816)  0.869
C (1.1760, 2.8854, 2.9500)  -0.940
C (0.0736, 3.6971, 3.0878)  -0.960
C (-1.0870, 3.4341, 2.3704)  -0.928
C (-1.0983, 2.3901, 1.4501)  -0.264
C (0.0111, 1.5936, 1.2731)  0.897
H (4.8150, -2.0055, 1.6535)  0.482
H (5.2374, -0.1311, 3.2697)  0.442
H (3.5887, 1.6938, 3.4306)  0.411
H (2.7011, -1.9931, 0.3697)  0.433
H (2.0610, 3.0928, 3.5309)  0.395
H (0.1040, 4.5376, 3.7672)  0.388
H (-1.9752, 4.0324, 2.5053)  0.536
H (-2.0073, 2.2100, 0.8930)  0.797
C (-6.1998, 6.3535, -0.2272)  -1.535
C (-5.5597, 5.0078, -0.4056)  1.055
C (-4.1765, 4.8738, -0.4617)  -1.453
C (-3.5890, 3.6482, -0.7358)  -0.510
C (-4.3917, 2.5382, -0.9140)  0.342
C (-5.7654, 2.6395, -0.8067)  -0.527
C (-6.3480, 3.8702, -0.5621)  -0.902
S (-3.7488, 1.0057, -1.6057)  1.607
O (-3.2147, 1.3964, -2.8820)  -0.742
O (-4.8053, 0.0233, -1.6067)  -0.711
N (-2.4899, 0.4798, -0.6889)  0.435
C (-2.6505, -0.2760, 0.3914)  0.192
C (-3.8691, -0.5739, 1.0432)  -1.284
C (-3.8520, -1.3563, 2.1668)  -0.584
C (-2.6339, -1.8444, 2.6553)  -1.030
C (-1.4767, -1.5071, 1.9941)  -0.685
N (-1.4716, -0.7512, 0.8958)  0.558
H (-5.4519, 7.1177, -0.0277)  0.351
H (-6.9234, 6.3393, 0.5870)  0.368
H (-6.7366, 6.6298, -1.1350)  0.329
H (-3.5497, 5.7412, -0.3066)  0.337
H (-2.5180, 3.5697, -0.8362)  0.544
H (-6.3514, 1.7460, -0.9517)  0.562
H (-7.4246, 3.9502, -0.5131)  0.399
H (-4.7842, -0.1967, 0.6209)  0.535
H (-4.7750, -1.5936, 2.6729)  0.444
H (-2.6000, -2.4742, 3.5284)  0.429
H (-0.5057, -1.8352, 2.3450)  0.529
S (3.4358, 2.1043, -2.5265)  -0.312
C (2.6026, 1.0207, -1.4747)  -0.576
N (1.2864, 1.1770, -1.4002)  0.937
C (0.8679, 2.1854, -2.2177)  -1.910
C (-0.4525, 2.6009, -2.4001)  1.668
C (-0.7127, 3.6451, -3.2607)  -0.660
C (0.3163, 4.2822, -3.9488)  -0.643
C (1.6359, 3.8768, -3.7938)  -0.458
C (1.8978, 2.8350, -2.9288)  0.746
H (3.1519, 0.2971, -0.9151)  0.436
H (-1.2390, 2.0602, -1.8978)  -0.713
H (-1.7354, 3.9562, -3.4064)  0.553
H (0.0886, 5.0949, -4.6204)  0.403
H (2.4350, 4.3547, -4.3386)  0.423
C (0.2344, -3.4388, -0.3072)  -1.635
Si (0.2379, -1.9171, -1.5356)  1.609
C (1.9211, -2.0032, -2.5187)  -1.392
C (-1.0676, -2.4435, -2.8533)  0.280
C (-2.2102, -1.7197, -3.1631)  0.605
C (-3.1278, -2.1855, -4.0899)  -0.627
C (-2.9122, -3.3892, -4.7361)  -0.585
C (-1.7680, -4.1157, -4.4520)  -0.621
C (-0.8597, -3.6494, -3.5205)  -0.630
H (0.6215, -4.3110, -0.8235)  0.501
H (-0.7791, -3.6652, 0.0070)  0.345
H (0.8314, -3.2909, 0.5855)  0.409
H (1.9939, -2.9750, -2.9952)  0.488
H (2.8039, -1.8774, -1.9031)  0.347
H (1.9560, -1.2538, -3.3024)  0.280
H (-2.3979, -0.7727, -2.6878)  -0.183
H (-4.0115, -1.6015, -4.2974)  0.461
H (-3.6278, -3.7574, -5.4583)  0.373
H (-1.5862, -5.0499, -4.9634)  0.385
H (0.0197, -4.2390, -3.3109)  0.193

Forces on the atoms, in the same order (eV/Å):
0.71 -0.43 0.54
0.13 0.59 0.53
-0.15 -0.73 -0.64
-0.41 0.15 -0.16
0.53 -1.14 -0.47
-1.31 1.21 -0.35
0.09 -0.58 -0.23
-1.69 1.48 0.02
0.40 -0.70 -0.17
-0.22 0.32 0.11
0.14 -0.29 -0.24
-0.15 0.84 0.72
0.48 -0.38 -0.28
-0.02 -0.07 -0.02
0.10 0.07 0.04
-0.09 0.01 0.02
-0.06 -0.09 -0.02
0.09 0.11 0.20
0.05 0.01 0.06
-0.08 0.17 0.08
0.08 -0.04 -0.05
0.00 -0.05 0.01
-0.08 -0.06 0.01
0.02 -0.13 0.01
0.10 0.09 -0.01
0.04 -0.63 -0.20
-0.13 -0.08 0.06
0.16 0.03 0.04
0.41 -0.30 0.22
0.22 0.14 0.11
-0.01 0.37 0.14
1.05 1.06 -1.29
-0.39 -0.84 1.27
0.24 -0.06 0.04
0.34 -0.02 -0.04
-0.06 0.01 -0.06
0.07 -0.14 0.26
-0.84 0.05 -0.13
-0.03 0.06 0.04
0.00 0.05 0.05
-0.02 0.06 -0.02
0.05 0.07 -0.05
0.14 0.02 0.02
-0.19 -0.03 -0.04
-0.10 0.02 0.02
-0.07 -0.02 0.08
-0.10 -0.03 0.06
0.09 -0.03 0.09
-0.02 -0.01 -0.04
-0.79 -0.13 0.19
-1.37 0.84 -0.34
2.13 -1.06 0.47
-0.13 1.20 -0.97
0.25 -0.22 0.13
-0.07 -0.16 0.17
0.52 -0.05 -0.01
-0.40 0.38 -0.28
0.15 -0.63 0.51
0.06 -0.30 0.16
0.00 0.08 -0.04
-0.12 0.00 -0.05
-0.01 0.08 -0.08
0.05 0.09 -0.06
0.13 0.66 -0.74
-0.04 -0.51 -0.17
-0.81 -0.06 0.46
0.69 0.18 0.57
-0.02 0.09 0.03
-0.11 -0.02 -0.07
-0.08 0.07 -0.04
0.02 -0.21 -0.14
-0.11 0.00 -0.04
0.09 -0.28 -0.10
-0.24 0.03 0.03
0.19 0.09 0.25
0.06 -0.24 -0.13
0.26 0.02 0.23
-0.07 0.21 -0.16
0.17 -0.10 -0.04
-0.11 0.08 -0.03
-0.03 -0.03 -0.05
0.03 -0.12 -0.04
0.17 -0.13 0.04

Computed properties:
- Relative energy (zero: lowest compared OMol25 entry of this formula, charge and spin): 73.36 kcal/mol
- Strongest force on any atom: 2.43 eV/Å
- HOMO (spin up / spin down): -0.2556 / -0.2551 Eh
- Molar mass: 774.850 g mol⁻¹
- Frontier orbital gap (spin up / spin down): 6.0 / 6.0 eV



# 4
# C5H8O2

An isolated molecule of C5H8O2 (ωB97M-V/def2-TZVPD, the Open Molecules 2025 dataset).

Last column: Mulliken charge in e.
Positions of all 15 atoms, in Å:
C (-2.9642, -0.2359, -0.3074)  0.240
C (-1.7720, -0.3779, -0.2031)  -0.910
C (-0.3541, -0.7858, -0.1481)  0.455
O (0.0764, -0.9947, 1.1959)  -0.549
C (0.6336, 0.1764, -0.8377)  -0.757
C (1.3303, 1.1603, 0.1037)  -0.501
O (2.2820, 0.5358, 0.9344)  -0.555
H (-4.0223, -0.1329, -0.4281)  0.436
H (-0.3255, -1.7437, -0.6859)  0.159
H (-0.6500, -1.3894, 1.6928)  0.318
H (1.4125, -0.4183, -1.3259)  0.303
H (0.0985, 0.7239, -1.6214)  0.399
H (1.8848, 1.8861, -0.5008)  0.349
H (0.5830, 1.7193, 0.6885)  0.264
H (1.7869, -0.1234, 1.4431)  0.350

Forces on the atoms, in the same order (eV/Å):
0.43 -0.02 0.02
-0.47 -0.02 -0.08
-0.05 -0.04 -0.26
-0.25 -0.11 0.16
0.04 -0.02 -0.07
-0.23 0.24 -0.26
-0.07 -0.14 0.18
0.26 0.08 0.09
0.05 0.08 0.07
0.11 0.02 -0.04
-0.08 0.06 0.07
0.07 -0.08 0.11
-0.13 -0.08 0.08
0.11 -0.09 -0.03
0.20 0.12 -0.04

Computed properties:
- SMILES string: C#C[C@H](O)CCO
- Relative energy (zero: lowest compared OMol25 entry of this formula, charge and spin): 58.63 kcal/mol
- Strongest force on any atom: 0.48 eV/Å
- HOMO: -0.3668 Eh
- Molar mass: 100.117 g mol⁻¹
- Frontier orbital gap: 10.6 eV